<one>
18
Properties=species:S:1:pos:R:3 method="wB97M-V/def2-TZVPD" charge=+2 orbital_gap_ha="0.4826 / 0.2325" e_homo_ev="-20.68 / -20.66" spin_multiplicity=2
H -0.005 -0.953 1.480
H -1.184 1.137 -0.503
H -1.051 1.574 2.243
C -0.244 0.124 -1.867
N 0.881 -0.455 1.349
C 1.420 -0.833 -0.054
H 0.673 -1.909 -1.631
H 0.478 0.489 1.191
H 1.887 0.067 -0.469
H -0.587 -1.576 -0.405
H 1.529 -0.529 2.164
H 2.009 -1.725 0.225
H -1.236 0.030 -2.350
H -2.476 0.972 2.069
O -1.538 0.814 1.896
C 0.249 -1.137 -0.984
H 0.629 0.318 -2.547
O -0.374 1.239 -1.064

<two>
18
Properties=species:S:1:pos:R:3 method="wB97M-V/def2-TZVPD" charge=+2 orbital_gap_ha="0.3932 / 0.1394" e_homo_ev="-18.70 / -18.70" spin_multiplicity=2
H 0.383 0.373 -2.393
H -0.462 0.286 1.175
C 0.604 -0.663 -0.382
H -0.921 0.753 -0.190
H -0.913 -0.306 4.123
C 0.374 -0.622 -1.874
H 0.338 2.633 0.333
C 0.909 1.713 0.345
H 1.193 -1.193 -2.357
O -0.747 0.008 3.230
H 1.679 -0.767 -0.184
N -0.024 0.574 0.277
H 0.089 -1.516 0.074
O -0.901 -1.215 -2.247
H -0.742 -1.359 -3.226
H -1.242 0.804 3.055
H 1.586 1.702 -0.512
H 1.580 1.663 1.198

Relative energy table, unit kJ/mol: <one> 0.0; <two> 48.0

<one>
9
Properties=species:S:1:pos:R:3 method="wB97M-V/def2-TZVPD" orbital_gap_ha=0.3245 e_homo_ev=-9.43 smiles="C[S@@](=N)(=O)I"
N 1.202 -1.022 -0.578
C -0.778 -0.116 0.924
H -0.751 0.763 1.492
S 0.087 0.179 -0.556
H 1.711 -1.039 -1.401
O -0.856 0.381 -1.603
I 1.090 2.293 -0.421
H -1.608 -0.769 0.719
H -0.098 -0.670 1.424

<two>
9
Properties=species:S:1:pos:R:3 method="wB97M-V/def2-TZVPD" orbital_gap_ha="0.2340 / 0.2340" e_homo_ev="-7.99 / -7.99"
H -1.317 1.274 0.728
H -0.263 1.017 -0.668
H -1.957 0.447 -0.718
I 3.700 0.689 -0.026
N -0.665 -0.682 0.449
O 0.493 -0.830 0.926
S 2.253 -0.981 -0.748
C -1.082 0.584 -0.086
H -1.162 -1.519 0.143

Relative energy table, unit kJ/mol: <one> 0.0; <two> 106.1

<one>
10
Properties=species:S:1:pos:R:3 method="wB97M-V/def2-TZVPD" orbital_gap_ha=0.2859 e_homo_ev=-8.09
O 1.818 0.863 -0.669
C 0.141 0.752 -0.397
O -0.818 1.656 -0.072
H -1.854 1.215 1.483
S 2.308 -0.396 0.255
N -1.947 0.940 0.470
C -0.081 -0.593 -0.189
N 1.017 -1.477 -0.077
S -1.706 -0.834 0.194
H 1.124 -2.126 -0.998

<two>
10
Properties=species:S:1:pos:R:3 method="wB97M-V/def2-TZVPD" orbital_gap_ha=0.2516 e_homo_ev=-8.70 smiles="[H]/N=C(/C#[N+][S-])OSO"
S 0.828 -0.614 -2.214
H 1.847 -2.016 1.226
S -1.533 2.793 1.013
O -1.004 -0.163 -1.571
O 1.250 -0.216 -0.508
N -0.945 1.409 0.808
C -0.452 0.290 0.793
H -1.669 0.617 -1.863
C 0.670 -0.549 0.845
N 1.008 -1.551 1.470

Relative energy table, unit kJ/mol: <one> 0.0; <two> 35.4

<one>
9
Properties=species:S:1:pos:R:3 method="wB97M-V/def2-TZVPD" charge=-1 orbital_gap_ha=0.2764 e_homo_ev=-2.67
O 2.389 -0.438 0.147
O 0.312 1.357 0.170
H 1.860 0.393 0.178
H -2.223 -0.723 -0.339
H 1.665 -1.071 0.104
C -0.563 0.598 -0.357
C -1.432 -0.275 0.248
H -1.372 -0.442 1.320
H -0.635 0.600 -1.472

<two>
9
Properties=species:S:1:pos:R:3 method="wB97M-V/def2-TZVPD" charge=-1 orbital_gap_ha=0.2376 e_homo_ev=-2.53
H 0.787 -1.265 0.366
O 1.791 1.358 -0.118
H -0.880 -1.030 0.268
H -2.736 -1.137 -0.239
H -0.281 1.600 0.000
H 1.674 2.265 -0.391
C 0.150 -0.453 0.209
C 0.421 0.829 -0.102
O -2.040 -1.694 0.037

Relative energy table, unit kJ/mol: <one> 0.0; <two> 246.5

<one>
14
Properties=species:S:1:pos:R:3 method="wB97M-V/def2-TZVPD" charge=+1 orbital_gap_ha=0.4772 e_homo_ev=-16.34
H -1.341 1.315 0.495
H 0.298 1.416 0.477
H -0.610 -2.089 2.544
H 0.104 -1.030 3.315
C 1.025 0.097 -1.582
C -0.424 0.184 -1.087
O -0.353 -1.162 2.479
H 1.436 -0.902 -1.516
H 1.135 0.498 -2.586
H -1.077 0.808 -1.697
N -0.492 0.797 0.286
H -0.407 0.053 0.991
H -0.900 -0.785 -1.133
H 1.606 0.801 -0.987

<two>
14
Properties=species:S:1:pos:R:3 method="wB97M-V/def2-TZVPD" charge=+1 orbital_gap_ha=0.3975 e_homo_ev=-14.53
H 0.457 -2.880 0.271
H 0.694 1.898 -0.676
H -0.190 -2.603 1.916
H -0.650 -0.462 0.781
H -0.160 2.419 -2.274
H 0.931 -0.244 1.211
N 0.294 -0.838 0.685
O -1.195 1.159 -1.100
C -0.189 2.229 -1.204
C 0.499 -2.253 1.161
H 1.542 -2.402 1.445
H 0.461 -0.817 -0.319
H -2.022 1.643 -1.214
H -0.475 3.149 -0.681

Relative energy table, unit kJ/mol: <one> 0.0; <two> 102.1

<one>
12
Properties=species:S:1:pos:R:3 method="wB97M-V/def2-TZVPD" orbital_gap_ha=0.2321 e_homo_ev=-7.13
H 0.560 -0.867 -1.733
H 0.578 2.456 1.336
S -1.755 0.349 -1.432
C 0.494 -0.742 0.411
H 0.562 -1.274 1.345
H -0.005 0.977 -0.348
H 0.914 0.972 2.452
H -2.294 -0.476 -2.324
H -0.463 -2.152 -0.833
C 0.151 -1.264 -0.820
C 0.718 1.398 1.482
N 0.540 0.623 0.464

<two>
12
Properties=species:S:1:pos:R:3 method="wB97M-V/def2-TZVPD" orbital_gap_ha=0.3527 e_homo_ev=-8.90
C 0.806 0.259 -0.422
C -1.580 0.552 -0.143
H 2.045 -0.452 0.837
C -0.328 0.157 0.427
H 0.372 0.212 -1.427
S -1.198 -1.262 -0.180
H -1.899 0.907 -1.155
H -0.056 0.147 1.588
H 1.045 -1.810 0.425
N 1.700 -0.817 -0.183
H -2.296 0.917 0.695
H 1.390 1.190 -0.462

<three>
12
Properties=species:S:1:pos:R:3 method="wB97M-V/def2-TZVPD" orbital_gap_ha=0.3445 e_homo_ev=-8.37
H 0.668 -1.277 2.285
H -1.807 1.201 -2.343
H 2.189 -0.880 1.402
S 0.446 0.470 0.612
C -0.613 -0.406 -1.469
H 1.699 0.241 2.721
H -2.685 0.063 -1.113
C 1.377 -0.474 1.941
H -0.775 -0.966 -2.386
C -1.769 0.605 -1.383
H -1.710 1.282 -0.574
N 0.187 -0.789 -0.617

Relative energy table, unit kJ/mol: <one> 210.2; <two> 196.0; <three> 0.0

<one>
10
Properties=species:S:1:pos:R:3 method="wB97M-V/def2-TZVPD" orbital_gap_ha="0.2538 / 0.2540" e_homo_ev="-8.12 / -8.12"
H 1.372 -0.603 0.586
H -0.754 -0.627 -1.319
H 0.987 2.443 1.273
C -0.428 -0.740 -0.350
C 0.451 2.351 0.276
H -0.503 -1.796 -0.258
N 0.879 -0.278 -0.194
F 0.826 3.049 -0.809
I -1.635 2.305 0.594
H -1.087 -0.066 0.267

<two>
10
Properties=species:S:1:pos:R:3 method="wB97M-V/def2-TZVPD" orbital_gap_ha=0.3714 e_homo_ev=-9.70 smiles=C[C@@](N)(F)I
H -2.317 -0.047 0.672
H 1.848 0.683 0.425
H -1.125 -0.922 -0.204
C -0.264 0.685 0.760
N -1.551 -0.020 -0.073
F -0.288 0.235 2.035
I -0.531 2.842 0.757
H 1.190 -0.900 0.074
C 0.946 0.310 -0.051
H 0.685 0.550 -1.057

<three>
10
Properties=species:S:1:pos:R:3 method="wB97M-V/def2-TZVPD" orbital_gap_ha=0.2681 e_homo_ev=-8.16
I 2.976 -0.248 0.007
H 0.313 0.855 -2.045
F 0.448 1.561 0.558
H -0.152 -0.355 1.931
C 0.120 0.409 0.036
H -0.899 -0.322 -1.632
C -0.580 -0.529 0.944
H -0.279 -1.543 0.648
H -1.690 -0.275 0.861
N -0.257 0.448 -1.308

<four>
10
Properties=species:S:1:pos:R:3 method="wB97M-V/def2-TZVPD" orbital_gap_ha=0.3046 e_homo_ev=-9.86
H -1.064 -0.549 -1.363
H -0.397 -1.649 0.018
H -0.600 1.379 0.275
I 2.567 -0.747 -0.193
C -0.162 0.407 0.282
F 1.673 2.147 0.342
H -0.045 0.097 1.249
C -1.027 -0.765 -0.248
H -2.031 -0.876 0.087
N 1.085 0.555 -0.449

Relative energy table, unit kJ/mol: <one> 441.7; <two> 26.3; <three> 0.0; <four> 343.1

<one>
99
Properties=species:S:1:pos:R:3 method="wB97M-V/def2-TZVPD" charge=-1 orbital_gap_ha=0.2951 e_homo_ev=-5.82
C -4.524 -2.780 0.704
F -0.692 -3.767 -0.681
C -1.610 -0.158 4.963
H 1.741 -2.242 4.240
C 0.811 2.188 0.829
C 0.106 -1.602 5.960
C -2.043 2.428 0.756
C 1.224 4.262 -0.700
C -3.592 -3.994 -1.147
P -2.617 -1.360 -0.709
H 1.431 5.652 -4.333
H 2.797 5.097 1.170
C 0.246 -0.990 3.614
H -0.802 4.498 1.333
N -3.326 -0.038 -0.158
H -0.598 5.389 -0.582
H -3.035 1.612 -1.747
C 1.377 5.271 -3.321
H 3.396 3.465 0.873
H -0.485 6.233 -2.875
H 0.389 2.074 1.836
C 0.205 1.791 -2.659
H -5.979 -3.823 1.879
C -2.301 -1.495 -2.505
H -2.397 3.763 -0.894
C -1.219 1.831 -4.592
C -2.663 3.500 0.121
C 0.048 1.847 -4.037
H -4.562 -1.882 1.308
H 4.282 0.138 3.139
C -3.345 2.880 2.737
O -0.191 -0.340 2.580
H 1.872 -1.688 2.597
H -4.380 -1.371 -3.035
H 2.244 1.499 2.964
H -1.644 -1.592 -6.319
C 2.003 1.236 0.849
C -1.003 -1.586 -2.992
C 2.383 4.453 -2.824
H -2.904 -4.055 -1.979
H -1.955 1.278 2.578
C -2.325 1.772 -3.756
C 1.195 3.737 0.735
N -2.571 0.469 5.083
C -1.829 -1.564 -5.251
H -3.324 1.744 -4.174
C -3.658 -2.829 -0.385
H -0.170 -1.662 -2.300
C -5.317 -3.873 1.022
H -1.348 1.852 -5.668
C 0.240 5.106 -1.204
C 3.791 0.264 2.183
H -3.598 2.612 3.755
N 0.555 -2.139 6.878
H -4.092 5.087 0.281
Ti -0.677 -1.243 0.889
C -0.768 -1.623 -4.361
C -3.132 -1.473 -4.773
N 1.354 -1.734 3.462
C -3.955 3.951 2.100
C 2.303 3.955 -1.534
F 1.763 -3.633 -1.266
H 3.091 3.305 -1.175
H 0.248 -1.702 -4.728
C -5.251 -5.027 0.256
H -4.333 0.017 -0.297
H 0.546 5.596 1.632
H 1.204 1.829 -2.266
H -4.320 -5.987 -1.426
C -2.403 2.117 2.064
C 2.652 1.038 2.072
F 1.090 -5.825 -0.223
F -1.451 -2.589 1.810
C -3.618 4.255 0.788
H 0.309 4.174 2.650
C 2.500 0.543 -0.246
Br 5.866 -1.406 1.184
C 0.307 5.593 -2.505
H 3.231 4.191 -3.446
H 0.927 1.896 -4.668
C 3.638 -0.251 -0.159
C -4.386 -5.085 -0.830
C -3.363 -1.437 -3.408
H -5.867 -5.882 0.507
O 0.806 -1.823 0.308
C -2.166 1.721 -2.382
H -4.698 4.542 2.622
H 2.614 3.848 2.401
C -0.428 -0.925 4.835
H -3.964 -1.433 -5.465
H 1.979 0.556 -1.190
P -0.720 1.435 -0.009
F 2.795 -3.885 1.016
H 3.987 -0.803 -1.020
C 0.240 4.546 1.625
C -0.891 1.732 -1.807
C 4.291 -0.362 1.050
C 2.591 4.037 1.328
Te 0.949 -4.011 0.371

<two>
99
Properties=species:S:1:pos:R:3 method="wB97M-V/def2-TZVPD" charge=-1 orbital_gap_ha=0.3001 e_homo_ev=-6.06
C -3.845 4.306 2.617
C -1.507 4.733 2.404
C -2.938 6.401 3.378
H -1.305 -5.030 -1.157
H 2.725 4.645 -1.626
C -2.095 -0.601 -4.692
C -0.494 2.957 -4.527
H 1.410 -5.315 -2.956
N 4.211 -0.305 1.859
C -2.586 3.871 2.213
H -3.633 -1.441 1.304
C 3.019 -4.742 -1.656
C 2.188 2.517 -3.973
C 1.148 -3.329 -2.199
H 2.614 0.093 -2.198
C 5.766 2.457 -0.721
C 1.263 2.502 -2.929
H -2.100 -0.863 -1.316
H 3.272 -1.748 -0.092
H -0.808 2.693 -2.421
C -0.341 -0.713 -2.527
H -0.512 4.431 2.102
C -3.102 -2.217 0.763
C 1.663 -2.314 -1.396
C 3.580 4.027 -1.373
C 3.741 -1.244 2.337
H 1.861 -4.389 3.813
C 0.147 -0.593 -3.827
Ti -0.709 -1.152 2.336
C -1.302 1.704 2.281
F -0.769 -2.245 3.824
H -0.818 6.624 3.130
H -4.858 -2.779 -0.354
C 1.776 2.741 -5.277
H 4.472 -3.887 -0.323
H 0.305 -3.820 3.368
H -5.012 5.866 3.500
C 3.164 -2.401 2.910
C -0.078 2.726 -3.222
N 4.556 -4.059 4.290
C 0.432 2.963 -5.557
H -0.403 2.311 2.436
C 5.940 3.807 -0.981
C 1.824 -4.535 -2.328
N 2.004 0.337 -1.423
C -2.372 2.524 1.528
H -4.129 1.483 2.323
H -0.073 -3.684 0.480
H -4.700 3.655 2.505
C -1.716 -0.773 -2.326
C -1.820 2.788 0.117
C -1.123 -3.470 0.316
C 2.869 -2.529 -0.727
F 0.093 0.177 3.866
H -2.531 3.410 -0.432
C 3.403 2.662 -1.137
C -1.676 5.980 2.984
H -4.362 2.225 0.728
H -1.544 3.118 -4.737
C 3.960 -3.286 3.672
H -3.074 7.374 3.832
C 3.543 -3.733 -0.858
H 0.211 -3.180 -2.720
F -2.426 -0.587 3.219
C -3.143 -3.966 -0.857
H 6.613 1.844 -0.441
H 0.111 3.137 -6.576
H 3.541 -5.686 -1.751
Br -4.086 -4.981 -2.163
C -1.809 -4.240 -0.617
C -3.809 -2.968 -0.166
H 6.926 4.250 -0.921
C -1.742 -2.429 1.011
H 4.966 5.654 -1.494
H 2.505 2.745 -6.079
C -0.722 -0.535 -4.903
H -1.685 1.841 -0.410
F -0.829 2.789 4.899
F -3.469 2.009 4.437
H -2.775 -0.555 -5.534
P 1.699 2.004 -1.197
O -0.980 0.544 1.616
H -3.394 0.758 0.885
H 1.216 -0.538 -4.002
C -2.592 -0.723 -3.404
C -3.651 1.700 1.369
H -0.855 3.294 0.140
C 4.501 1.884 -0.796
P 0.741 -0.767 -1.036
H 3.239 2.353 -3.763
H -3.661 -0.781 -3.234
H 4.363 0.841 -0.543
O 1.046 -1.943 1.995
H -0.331 -0.431 -5.907
C -4.021 5.557 3.190
N 1.295 -3.867 3.163
C 1.815 -2.710 2.696
Te -1.713 1.165 4.375
C 4.840 4.596 -1.302

Relative energy table, unit kJ/mol: <one> 71.3; <two> 0.0

<one>
10
Properties=species:S:1:pos:R:3 method="wB97M-V/def2-TZVPD" orbital_gap_ha=0.3979 e_homo_ev=-9.80 smiles=CC(F)(F)P
C 0.195 0.165 0.921
F -0.622 -0.355 1.905
H 1.745 -1.969 1.230
F 1.001 0.996 1.506
H -0.031 1.660 -0.541
H 1.809 -0.666 -0.498
P 0.925 -1.390 0.196
H -0.824 0.051 -0.893
H -1.569 1.222 0.158
C -0.581 0.850 -0.170

<two>
10
Properties=species:S:1:pos:R:3 method="wB97M-V/def2-TZVPD" orbital_gap_ha=0.4048 e_homo_ev=-10.10 smiles="C=C(F)F.P"
P 0.832 -2.140 0.763
F 1.439 0.925 -0.032
H 0.629 -3.482 0.049
H -0.536 2.817 0.765
H 0.555 -1.353 -0.372
C 0.193 1.132 -0.351
C -0.790 1.935 0.101
H -1.662 2.030 -0.525
F -0.113 0.236 -1.253
H -0.546 -2.101 0.855

Relative energy table, unit kJ/mol: <one> 0.0; <two> 138.3

<one>
7
Properties=species:S:1:pos:R:3 method="wB97M-V/def2-TZVPD" orbital_gap_ha=0.3487 e_homo_ev=-9.51 smiles="O=C=CF.Br"
F 2.990 -0.218 0.534
C 1.601 -0.351 0.636
O 0.366 -0.433 -1.485
Br -3.735 0.696 0.274
H -3.374 1.250 -1.009
C 0.963 -0.487 -0.488
H 1.190 -0.457 1.538

<two>
7
Properties=species:S:1:pos:R:3 method="wB97M-V/def2-TZVPD" orbital_gap_ha=0.3442 e_homo_ev=-9.48 smiles="C=C(F)OBr"
O 1.073 0.808 0.055
C 0.113 -0.303 0.142
H -2.167 -0.460 -0.283
Br 2.756 0.243 0.128
H -1.349 1.143 -0.042
F 0.689 -1.486 0.112
C -1.115 0.055 -0.112

Relative energy table, unit kJ/mol: <one> 0.0; <two> 98.7

<one>
16
Properties=species:S:1:pos:R:3 method="wB97M-V/def2-TZVPD" orbital_gap_ha=0.3646 e_homo_ev=-9.52 smiles="NC(=O)C1=N[C@H]2[C@@H](O)[C@H]2O1"
N 2.648 -0.463 0.816
C -1.358 0.652 -0.869
H 3.390 0.372 1.081
O -0.018 1.063 -0.736
C 0.702 -0.047 -0.519
C -1.297 -0.875 -0.721
H 2.486 -1.457 0.934
H -1.938 1.244 -1.575
H -1.898 -1.594 -1.276
H -3.025 -0.060 0.357
N 0.092 -1.166 -0.534
O 2.756 1.192 -0.518
C -1.933 -0.013 0.344
C 2.182 0.101 -0.302
O -1.307 0.091 1.570
H -1.480 0.959 1.947

<two>
16
Properties=species:S:1:pos:R:3 method="wB97M-V/def2-TZVPD" orbital_gap_ha=0.3320 e_homo_ev=-9.37 smiles="C=C[N+](=O)[O-].C=CN=C=O"
O 2.235 1.701 -0.331
H 0.082 -2.619 1.514
N 1.632 -0.465 0.297
O -1.281 -0.543 -1.272
H -0.541 3.370 0.375
H 0.335 -3.612 0.072
N -1.500 0.193 -0.342
O -1.603 -0.175 0.805
C 1.209 -1.759 -0.006
H -1.547 2.219 1.330
H 1.683 -2.114 -1.046
H -0.807 1.881 -1.650
C -1.238 1.660 -0.618
C -1.106 2.404 0.455
C 1.940 0.589 -0.162
C 0.506 -2.728 0.579

Relative energy table, unit kJ/mol: <one> 0.0; <two> 252.1